{"formula": "C36H46BCl2MgN8O2S3", "method": "the ωB97M-V functional and the def2-TZVPD basis", "e_homo_ev": -4.30, "charge": -1, "homo_lumo_gap_ev": 6.63, "symbols": ["Mg", "O", "C", "C", "C", "C", "C", "C", "C", "N", "N", "C", "O", "C", "C", "C", "C", "C", "C", "H", "H", "H", "H", "H", "H", "H", "H", "H", "H", "C", "C", "C", "C", "N", "C", "C", "N", "B", "N", "C", "C", "N", "C", "S", "C", "C", "C", "C", "N", "C", "C", "N", "C", "S", "C", "C", "C", "C", "C", "S", "H", "H", "H", "H", "H", "H", "H", "H", "H", "H", "H", "H", "H", "H", "H", "H", "H", "H", "H", "H", "H", "H", "H", "H", "H", "H", "H", "H", "H", "H", "H", "H", "H", "H", "Cl", "C", "Cl", "H", "H"], "coordinates": [[-0.749832, 0.113594, 0.913874], [-0.898797, -1.832618, 0.646270], [-1.866130, -2.677790, 0.585246], [-1.704246, -3.979243, 0.080227], [-2.773477, -4.800628, -0.069159], [-4.084657, -4.418172, 0.276733], [-4.244197, -3.189620, 0.833877], [-3.170489, -2.285816, 1.002862], [-3.464579, -1.056137, 1.738747], [-2.683991, -0.050463, 1.834462], [-3.018062, 0.985591, 2.651334], [-1.918081, 1.692696, 2.903227], [-0.757612, 1.565212, 2.357496], [-2.080544, 2.736956, 3.974834], [-3.284405, 3.354789, 4.199277], [-3.340058, 4.334725, 5.212792], [-2.244448, 4.574427, 6.011290], [-1.082416, 3.916583, 5.821295], [-0.996292, 2.939819, 4.827492], [-0.726762, -4.329608, -0.221711], [-2.600500, -5.773661, -0.442817], [-4.870522, -5.170252, 0.168231], [-5.296468, -2.927055, 1.015297], [-4.400285, -1.058739, 2.322133], [-4.172462, 3.041578, 3.636337], [-4.268942, 4.972261, 5.420168], [-2.351204, 5.412244, 6.767312], [-0.250100, 4.126755, 6.525452], [-0.041766, 2.474041, 4.548826], [-3.814367, 0.766536, -3.980830], [-3.317536, -0.371133, -3.111225], [-3.806399, -0.133028, -1.665936], [-3.768458, -1.809006, -3.464154], [-1.809437, -0.317309, -3.232391], [-1.238062, -0.916922, -4.318305], [0.053921, -0.843232, -4.164578], [0.358183, -0.129855, -3.046981], [1.861169, 0.007580, -2.718950], [2.550687, -1.249834, -2.207451], [3.872530, -1.198292, -1.833274], [4.232060, -2.241453, -1.106007], [3.098310, -3.035233, -0.977077], [2.080736, -2.460716, -1.682019], [0.572028, -3.088189, -1.932526], [3.001614, -4.306942, -0.180263], [2.696988, -5.457282, -1.108866], [1.956345, -4.058290, 0.940242], [4.352936, -4.614711, 0.526184], [2.184000, 1.184693, -1.788700], [2.554292, 2.434869, -2.276054], [2.811222, 3.266010, -1.255110], [2.675460, 2.499899, -0.090597], [2.256904, 1.268218, -0.391585], [1.869825, -0.062006, 0.642187], [3.116413, 3.016628, 1.254359], [4.201940, 2.047311, 1.753597], [3.668407, 4.447327, 1.184771], [1.994326, 3.009215, 2.271980], [-0.802394, 0.275081, -2.547543], [-0.994873, 1.436748, -1.291248], [-4.907416, 0.880393, -3.951747], [-3.450971, 0.710440, -4.996934], [-3.401559, 1.659981, -3.502949], [-4.869543, -0.235003, -1.657841], [-3.594679, 0.869182, -1.282131], [-3.471494, -0.936378, -0.994110], [-4.776220, -2.014769, -3.080238], [-3.145284, -2.505563, -2.927434], [-3.717042, -2.023628, -4.532495], [-1.806504, -1.479600, -5.034288], [0.840326, -1.181253, -4.859189], [2.390734, 0.255020, -3.760262], [4.501636, -0.334303, -2.056074], [5.149896, -2.371348, -0.634164], [1.636074, -5.536209, -1.359453], [2.994076, -6.417963, -0.638431], [3.380972, -5.464421, -2.055624], [1.068968, -3.671421, 0.450545], [2.436306, -3.346423, 1.602900], [1.777636, -5.003521, 1.475143], [5.154768, -4.700133, -0.221346], [4.261626, -5.639499, 0.985957], [4.671493, -3.900492, 1.247458], [2.584266, 2.606808, -3.329872], [3.002506, 4.299059, -1.217997], [5.017072, 2.054442, 1.066152], [3.703068, 1.038743, 1.826797], [4.561200, 2.312196, 2.770288], [4.581039, 4.446169, 0.569224], [3.925435, 4.717109, 2.211415], [2.990690, 5.204100, 0.778354], [1.431601, 2.066814, 2.374084], [1.240318, 3.753982, 2.008293], [2.384702, 3.237311, 3.282764], [-1.950977, 4.519564, 0.236720], [-0.652020, 4.814494, -0.951649], [-0.346130, 6.551202, -1.186499], [-0.960351, 4.348866, -1.869614], [0.236336, 4.357905, -0.528805]], "forces_ev_per_a": [[0.104, -0.245, -0.084], [0.601, 0.104, 0.167], [-0.309, 1.379, 0.195], [0.361, -0.259, 0.021], [-0.814, 0.191, 0.315], [0.872, -1.285, -0.335], [-0.939, 0.588, -0.149], [-0.938, -0.412, 0.383], [-0.261, -0.275, 0.199], [0.587, -0.571, -1.155], [0.757, 0.684, 0.954], [-0.762, 0.067, -0.291], [-0.617, -0.418, 0.182], [0.772, -1.258, -0.129], [-1.075, 1.018, 0.850], [-1.905, 0.283, -0.457], [-1.517, 2.479, 1.137], [2.031, -1.219, 0.635], [0.678, 1.004, -0.625], [-0.110, 0.196, 0.126], [0.105, -1.010, -0.450], [-0.022, 0.568, 0.013], [0.572, 0.411, 0.480], [0.170, 0.158, -0.259], [0.505, 0.366, 0.082], [1.262, -1.254, -0.531], [0.357, -1.219, -0.802], [-0.408, -0.271, -0.763], [-0.493, 0.016, 0.390], [-0.426, 0.379, 0.498], [0.144, 0.117, 1.201], [0.631, -0.109, 0.002], [-0.146, 0.483, -0.085], [-0.779, 0.088, -0.069], [-1.745, -1.224, -0.653], [3.161, -0.522, -1.926], [0.243, -0.013, -0.564], [0.050, 0.280, -0.041], [0.180, -2.263, 1.302], [0.709, 2.087, -0.874], [-1.165, -0.282, -0.086], [0.365, -0.509, 0.283], [0.101, 1.134, -0.469], [-0.546, -0.313, -0.490], [0.521, 0.692, 0.638], [1.051, -1.547, -1.306], [0.800, -0.747, -0.901], [-0.214, -1.464, -1.323], [0.717, 1.645, 1.875], [-0.556, -0.806, -0.062], [-0.162, -1.316, 0.397], [0.159, 1.580, 0.603], [-0.515, -1.456, -1.689], [-0.044, 0.415, -0.135], [0.007, -0.564, 0.734], [-1.084, -0.530, 0.900], [0.513, -0.483, -0.577], [-1.055, -0.208, 0.491], [-0.764, 0.209, 2.003], [-0.126, 0.158, 0.275], [0.241, -0.265, -0.132], [-0.006, -0.077, -0.350], [-0.034, 0.146, -0.292], [-0.959, -0.069, -0.287], [0.277, -0.423, -0.030], [0.326, 0.498, -0.139], [0.092, 0.380, -0.345], [0.470, -0.297, 0.111], [-0.155, -0.046, 0.064], [0.039, 0.132, -0.064], [-0.558, 0.069, 0.762], [0.181, 0.364, -0.431], [-0.356, -0.313, -0.043], [1.110, -0.561, 0.693], [0.360, 0.224, -0.287], [-0.304, 0.461, 0.129], [-1.432, 0.445, 1.441], [-0.217, 0.138, 0.539], [-0.400, 0.267, 0.267], [-0.128, 0.308, -0.127], [-0.102, -0.033, 0.088], [0.028, 1.164, -0.220], [-0.027, 0.651, 0.701], [-0.079, 0.120, -0.286], [0.390, 0.778, -0.082], [0.767, -0.268, -0.491], [0.880, 0.916, -0.154], [-0.223, 0.075, -0.618], [-0.124, 0.191, 0.230], [0.027, 0.077, -0.177], [-0.154, -0.233, 0.151], [0.528, 0.292, -0.323], [-0.044, 0.128, 0.116], [-0.029, 0.104, -0.546], [0.141, 0.165, -0.152], [-0.258, -0.114, 0.881], [0.007, -0.119, -0.081], [0.086, -0.018, -0.315], [0.049, 0.014, -0.253]]}

***

{"formula": "C36H46Cl3CsGeN5O2", "method": "the ωB97M-V functional and the def2-TZVPD basis", "e_homo_ev": [-7.27, -7.27], "relative_energy_kcal_mol": 23.8, "charge": 0, "multiplicity": 2, "homo_lumo_gap_ev": [6.52, 6.49], "symbols": ["Cs", "C", "C", "C", "C", "C", "N", "C", "C", "C", "N", "C", "C", "C", "C", "C", "C", "C", "C", "N", "C", "C", "C", "N", "C", "C", "C", "C", "O", "C", "O", "H", "H", "H", "H", "H", "H", "H", "H", "H", "H", "H", "H", "H", "H", "H", "H", "H", "H", "H", "H", "H", "H", "H", "H", "H", "H", "H", "H", "C", "C", "C", "C", "C", "C", "C", "C", "N", "C", "C", "C", "C", "H", "H", "H", "H", "H", "H", "H", "H", "H", "H", "H", "H", "H", "H", "H", "H", "H", "H", "Cl", "Ge", "Cl", "Cl"], "coordinates": [[-1.020500, 0.574100, 0.548100], [5.609200, 3.925500, -2.568100], [4.369800, 3.471500, -1.859900], [3.178200, 4.130500, -1.971000], [1.983800, 3.588400, -1.441500], [0.694300, 3.984300, -1.758900], [0.165400, 5.068000, -2.311100], [0.652400, 6.420500, -2.247300], [0.539700, 6.967000, -0.813800], [-0.901700, 7.030400, -0.275800], [-1.555500, 5.743200, -0.167600], [-1.325700, 4.730300, 0.671200], [-0.508900, 4.558500, 1.771800], [0.276000, 5.553000, 2.416400], [1.064100, 5.264000, 3.489500], [1.794500, 6.318800, 4.263200], [1.225800, 3.910100, 3.862400], [0.536500, 2.880700, 3.282000], [0.872400, 1.527100, 3.674900], [0.445500, 0.456500, 3.156400], [0.953800, -0.788700, 3.649800], [1.689700, -1.602500, 2.576600], [2.964000, -0.917600, 2.085700], [2.654000, 0.198000, 1.242300], [3.523100, 0.632600, 0.436200], [3.339000, 1.776100, -0.432700], [4.430400, 2.307900, -1.070900], [2.022400, 2.334200, -0.679500], [0.978300, 1.776200, -0.304800], [-0.534900, 3.191000, 2.336600], [-1.427800, 2.393300, 2.056500], [5.472900, 4.908500, -3.010100], [5.851800, 3.223000, -3.363600], [6.458300, 3.955900, -1.888700], [3.135700, 5.029400, -2.567700], [-0.038300, 3.232000, -1.496000], [-0.797400, 4.956400, -2.599000], [0.067300, 7.028100, -2.940200], [1.699800, 6.461800, -2.553300], [0.943500, 7.980200, -0.784600], [1.147500, 6.332200, -0.168800], [-1.508200, 7.652300, -0.940200], [-0.898000, 7.514700, 0.706600], [-2.221100, 5.529300, -0.896400], [-1.912200, 3.851600, 0.425300], [0.210300, 6.576600, 2.085100], [1.590200, 7.310200, 3.870000], [2.868400, 6.145800, 4.228900], [1.485400, 6.291300, 5.307100], [1.948000, 3.686900, 4.637200], [1.611200, 1.487200, 4.495200], [0.098400, -1.382100, 3.993300], [1.630700, -0.640500, 4.513700], [1.039900, -1.769200, 1.718700], [1.945600, -2.573200, 3.011200], [3.598200, -1.654400, 1.565900], [3.533300, -0.549500, 2.950700], [4.529500, 0.180700, 0.379200], [5.394300, 1.827700, -0.959500], [0.588700, -7.664800, -1.349900], [0.313400, -6.251700, -0.925800], [-0.535200, -5.980100, 0.147000], [-0.834900, -4.663900, 0.506000], [-1.770800, -4.377100, 1.645900], [-0.255000, -3.632600, -0.193300], [0.684600, -3.851800, -1.245700], [0.907700, -5.213800, -1.608200], [1.236500, -2.764400, -1.743100], [2.353800, -2.719400, -2.638900], [2.851200, -1.265700, -2.605000], [3.524700, -3.639800, -2.227600], [1.901400, -3.040500, -4.078700], [0.186300, -8.377900, -0.636100], [1.660000, -7.834700, -1.445000], [0.135300, -7.860200, -2.321000], [-0.981000, -6.800400, 0.690400], [-2.216600, -5.293800, 2.023800], [-2.569800, -3.707000, 1.326400], [-1.231000, -3.896400, 2.462800], [-0.472200, -2.602500, 0.059000], [1.525900, -5.450000, -2.457700], [3.189400, -1.015500, -1.602800], [2.039100, -0.590500, -2.865800], [3.667100, -1.117400, -3.308500], [3.641300, -3.629300, -1.145400], [4.443500, -3.280200, -2.683900], [3.376000, -4.666900, -2.543700], [1.182800, -2.292500, -4.404600], [1.427000, -4.015800, -4.134200], [2.755500, -3.025200, -4.751600], [-1.874000, -0.385200, -3.985800], [-0.431600, 0.651200, -2.578700], [0.443300, 2.170100, -4.098700], [-2.143400, 2.167900, -1.724100]], "forces_ev_per_a": [[-0.824, -3.757, 0.175], [-0.054, -0.025, 0.013], [-0.140, 0.619, -0.227], [0.328, -0.184, -0.081], [0.169, 0.014, 0.497], [-0.181, -0.133, 0.053], [-0.077, -0.443, -0.231], [0.423, 0.396, 0.315], [-0.312, -0.086, -0.185], [0.495, 0.283, 0.162], [-0.341, -0.301, 0.167], [-0.219, -0.076, -0.030], [0.020, -0.184, -0.087], [0.322, 0.017, 0.408], [-0.187, 0.615, -0.445], [0.001, -0.097, -0.056], [-0.337, -0.609, -0.341], [0.013, 0.569, 0.025], [0.244, -0.633, 0.498], [-0.129, 0.529, 0.039], [0.204, -0.493, 0.239], [0.178, 0.346, 0.201], [0.255, -0.500, 0.192], [-0.287, 0.404, -0.360], [0.266, -0.504, 0.408], [0.158, 0.301, -0.439], [-0.589, -0.219, 0.360], [0.180, 0.552, -0.330], [1.003, 0.808, -0.237], [0.081, 0.929, 0.124], [-0.537, 1.417, 1.343], [0.047, 0.090, -0.049], [0.104, -0.010, -0.141], [0.131, 0.080, 0.037], [0.030, 0.088, -0.100], [-0.121, 0.079, -0.184], [0.125, -0.143, 0.096], [0.068, -0.037, -0.029], [-0.168, 0.082, -0.089], [0.095, 0.001, 0.037], [0.074, 0.029, 0.119], [-0.012, -0.080, 0.091], [-0.072, 0.007, -0.206], [0.061, -0.058, 0.159], [-0.015, -0.035, -0.098], [0.039, 0.148, -0.008], [0.002, 0.113, -0.020], [0.145, 0.053, 0.049], [0.032, 0.087, 0.115], [0.098, -0.128, 0.087], [-0.017, -0.055, -0.061], [0.058, 0.040, 0.049], [-0.107, -0.042, -0.104], [-0.062, -0.122, -0.064], [-0.053, 0.010, -0.067], [-0.001, 0.097, 0.066], [-0.014, -0.091, 0.020], [-0.043, -0.081, -0.006], [0.101, -0.128, 0.117], [-0.004, -0.003, -0.061], [0.066, -0.026, 0.010], [0.056, 0.214, -0.112], [-0.073, -0.046, 0.052], [0.038, 0.059, -0.035], [0.072, -0.002, -0.080], [-0.406, -0.727, 0.331], [0.051, 0.171, -0.087], [-0.172, 0.800, 0.255], [0.628, -0.030, -0.603], [-0.094, -0.262, -0.056], [-0.290, 0.107, -0.005], [-0.101, 0.102, 0.327], [-0.023, -0.089, 0.047], [0.044, -0.064, -0.005], [-0.025, -0.081, -0.057], [-0.076, -0.090, 0.080], [-0.064, -0.024, 0.054], [-0.026, 0.002, 0.059], [-0.049, 0.031, 0.077], [0.010, 0.025, -0.022], [0.124, -0.005, -0.056], [0.048, 0.046, 0.112], [0.002, 0.051, 0.000], [0.129, 0.020, -0.085], [0.085, 0.014, 0.112], [0.101, 0.045, -0.038], [0.032, -0.108, -0.011], [-0.110, 0.040, -0.093], [-0.041, -0.136, -0.048], [0.111, 0.027, -0.051], [0.064, -0.010, -0.015], [-0.141, -0.068, -1.123], [-0.094, -0.243, -0.033], [-0.516, 0.708, -0.827]]}

***

Question: Number 2 is which compound?
Answer: C36H46Cl3CsGeN5O2

***

Question: Which formula does entry 1 have?
Answer: C36H46BCl2MgN8O2S3